The following is a DFT calculation (the ωB97M-V functional and the def2-TZVPD basis) of a structure of composition C44H47GeN3O3STaTe.

```
101
Properties=species:S:1:pos:R:3:forces:R:3:mulliken_charge:R:1
Ta -0.19415 0.13074 -1.06818 -0.30 0.27 0.75 0.30
C 4.21461 -4.31959 -4.53792 0.01 0.00 0.00 -1.52
C 2.73373 -4.20075 -4.94223 0.01 -0.05 -0.02 1.86
C 2.02576 -5.55255 -4.73189 0.01 0.00 0.00 -1.51
C 2.64287 -3.81067 -6.41692 0.00 0.01 0.00 -2.06
C 2.08176 -3.17915 -4.03971 -0.06 0.08 0.07 0.21
C 2.05246 -3.35878 -2.65039 0.01 0.00 -0.10 -1.03
C 1.45482 -2.43241 -1.83947 -0.04 0.00 0.12 -0.66
N 0.88461 -1.29968 -2.31199 0.00 -0.11 -0.12 0.14
C 0.89847 -1.11240 -3.65574 -0.21 0.16 -0.05 0.39
C 1.46089 -2.02012 -4.51836 0.18 -0.07 -0.02 -0.50
C 0.17691 0.09340 -4.10703 -0.05 -0.16 0.22 0.12
C 0.08661 0.51886 -5.40485 0.17 -0.01 -0.08 -0.49
C -0.65157 1.66060 -5.74419 -0.09 0.08 0.06 0.30
C -1.31423 2.30665 -4.69476 0.04 -0.02 -0.11 -0.70
C -1.22099 1.82055 -3.41688 0.08 -0.09 0.07 -0.33
N -0.47696 0.73331 -3.10297 -0.01 0.20 -0.16 0.28
C -0.71127 2.13193 -7.17975 0.01 0.01 -0.04 1.68
C -1.56698 3.38793 -7.33713 0.00 0.00 0.02 -2.12
C 0.72616 2.43607 -7.64313 0.00 0.00 0.00 -1.50
C -1.30856 1.00098 -8.03715 0.00 -0.01 0.00 -1.50
H 4.69830 -5.05570 -5.17948 -0.01 0.00 0.00 0.46
H 4.33499 -4.65501 -3.50717 0.00 0.00 0.00 0.36
H 4.73878 -3.37040 -4.66022 0.00 0.00 0.00 0.38
H 2.49198 -6.29917 -5.37414 0.00 0.01 0.00 0.45
H 0.96857 -5.49394 -4.99548 0.00 0.00 0.00 0.38
H 2.10990 -5.90659 -3.70388 0.00 0.00 0.00 0.35
H 3.13218 -4.57555 -7.01792 0.00 0.00 0.00 0.42
H 3.15112 -2.86616 -6.62381 0.00 0.00 0.00 0.45
H 1.60785 -3.74746 -6.76047 0.00 0.00 0.00 0.46
H 2.48757 -4.23552 -2.19238 0.00 -0.01 -0.01 0.64
H 1.40322 -2.59342 -0.77438 0.01 0.02 0.02 0.81
H 1.41889 -1.83470 -5.58002 0.01 -0.01 0.01 0.73
H 0.60702 -0.02417 -6.17989 0.00 0.01 0.02 0.63
H -1.91553 3.18550 -4.87177 0.00 0.00 0.00 0.62
H -1.75148 2.29634 -2.60612 -0.01 -0.01 0.02 0.15
H -1.16831 4.22924 -6.76675 0.00 0.00 0.00 0.43
H -2.60477 3.21517 -7.04482 0.00 0.01 0.00 0.43
H -1.57332 3.68470 -8.38474 0.00 -0.01 0.00 0.42
H 1.18002 3.22496 -7.04167 0.00 0.00 0.00 0.38
H 0.69918 2.77559 -8.67813 -0.01 0.00 0.00 0.46
H 1.36973 1.55592 -7.60514 0.00 0.00 0.00 0.35
H -2.32078 0.75015 -7.71636 0.00 0.00 0.00 0.39
H -0.70033 0.09542 -8.01324 0.00 0.00 0.00 0.34
H -1.35660 1.33192 -9.07411 0.00 0.01 0.00 0.46
Ge 0.43973 0.74569 2.04803 0.07 0.26 -0.25 0.36
C 1.65590 1.65197 3.19907 -0.01 -0.06 0.13 0.45
C 1.41401 1.57571 4.57056 0.01 -0.02 0.03 -0.28
C 2.26081 2.23517 5.44994 0.07 0.04 -0.01 -0.68
C 3.33563 2.96529 4.95984 -0.07 -0.04 0.01 -0.55
C 3.56967 3.04367 3.59101 -0.01 -0.01 -0.03 -0.80
C 2.73058 2.38918 2.70411 0.03 0.04 -0.01 -0.06
C 1.25843 -0.69934 0.90712 -0.08 -0.15 -0.13 1.94
C 2.65613 -0.56691 0.67215 0.06 0.19 0.04 -0.21
C 3.54613 -1.58247 0.95192 -0.02 -0.15 0.04 -0.97
C 3.09091 -2.76411 1.53363 -0.09 0.10 -0.05 -0.55
C 1.73387 -2.93160 1.82258 0.14 -0.01 -0.03 -0.84
C 0.84290 -1.92744 1.51637 -0.10 0.04 -0.04 -0.86
H -0.87156 0.19243 2.60318 0.05 -0.01 0.02 0.04
H 0.57904 1.00658 4.96403 0.00 0.00 -0.01 0.42
H 2.07926 2.17815 6.51448 0.01 0.01 0.00 0.44
H 3.99338 3.48124 5.64609 0.00 0.00 0.01 0.42
H 4.40348 3.62127 3.21556 0.00 0.00 0.00 0.46
H 2.91548 2.47636 1.63844 -0.01 -0.01 -0.02 0.31
H 3.04862 0.36080 0.28274 0.02 -0.02 0.01 0.14
H 4.60081 -1.44610 0.75379 -0.01 0.01 -0.01 0.59
H 3.79592 -3.54867 1.77917 -0.01 0.00 0.01 0.48
H 1.38686 -3.83856 2.29919 -0.01 0.00 -0.01 0.52
H -0.19931 -2.07481 1.76546 -0.02 0.01 -0.01 0.44
N 2.52916 1.97073 -1.45748 -0.01 0.00 -0.01 -0.60
C 1.60923 1.28871 -1.30851 0.25 0.19 -0.01 0.12
C -7.18387 -1.82116 2.83430 0.00 -0.01 0.01 -1.52
C -6.04664 -1.60696 1.88703 0.02 -0.01 -0.05 0.64
C -5.05585 -0.65517 2.17073 -0.01 0.02 0.01 -1.14
C -3.99180 -0.45385 1.32117 0.02 0.01 0.05 0.08
C -3.91834 -1.23173 0.16489 0.07 -0.13 -0.22 0.08
C -4.88500 -2.18982 -0.15028 0.03 -0.04 -0.10 -0.64
C -5.94302 -2.36312 0.71527 -0.04 0.03 0.10 -0.80
S -2.60865 -1.06331 -0.91879 -0.32 -0.15 0.60 1.92
O -1.25500 -1.36234 -0.18251 0.00 -0.34 -0.27 -0.53
O -2.72158 -1.82970 -2.10741 -0.12 0.09 0.04 -0.59
O -2.28301 0.42148 -1.12894 0.27 -0.07 -0.39 -0.59
H -7.44743 -0.90288 3.35601 0.00 0.00 0.00 0.39
H -6.89579 -2.55704 3.58941 0.00 0.00 0.00 0.33
H -8.06407 -2.20403 2.32210 0.00 0.00 0.00 0.41
H -5.13611 -0.05912 3.07042 0.00 0.00 0.00 0.54
H -3.24364 0.29741 1.53852 0.00 0.03 0.02 0.22
H -4.80590 -2.77470 -1.05687 0.00 0.01 0.01 0.56
H -6.70536 -3.09460 0.48173 0.00 0.00 0.00 0.44
Te -0.43023 2.63835 0.35570 0.04 -0.14 -0.16 0.00
C -2.39718 2.73570 1.11969 0.09 0.03 -0.03 0.49
C -3.46953 2.90677 0.25489 -0.03 0.01 -0.08 -0.20
C -4.73864 3.10412 0.77711 -0.04 0.00 0.08 -0.70
C -4.92970 3.13550 2.15445 0.08 -0.01 -0.06 -0.67
C -3.84756 2.98014 3.01149 -0.04 0.01 0.00 -0.73
C -2.57178 2.78843 2.49679 0.01 -0.01 0.11 -0.22
H -3.33018 2.90067 -0.81826 -0.01 -0.01 0.00 0.32
H -5.57544 3.25099 0.10738 -0.01 -0.01 0.01 0.48
H -5.91850 3.30573 2.55862 0.00 0.00 0.00 0.48
H -3.98575 3.03637 4.08327 -0.01 0.00 -0.01 0.47
H -1.73170 2.71543 3.17916 0.00 0.00 -0.02 0.46
```
Forces are in eV/Å.

total charge = +3
ΔE to the lowest compared entry with this formula, charge and spin = 7.9 kcal per mole
E_tot = -4894.17402 hartree
HOMO-LUMO gap = 6.09 eV